Entry 1:
6
Properties=species:S:1:pos:R:3:forces:R:3 method="wB97M-V/def2-TZVPD" e_homo_ev=-8.851 homo_lumo_gap_ev=7.6 relative_energy_ev=0.908 charge=0 total_energy_ev=-103906.326
I 3.336548 -0.262360 0.597989 -0.4 0.1 -0.2
Br -2.677352 -0.584488 0.355624 -1.3 -1.2 0.4
O -0.852080 0.839831 -1.443521 -1.6 0.7 5.7
S -1.177496 0.862425 0.131983 4.2 0.0 -6.7
S 1.191045 -0.801950 -0.335981 0.7 -0.4 -0.6
O 0.179333 -0.053457 0.693906 -1.6 0.8 1.4

=====

Entry 2:
46
Properties=species:S:1:pos:R:3:forces:R:3 method="wB97M-V/def2-TZVPD" e_homo_ev=-8.657 homo_lumo_gap_ev=9.4 charge=0 smiles=Cc1nc(NCCc2ccc(F)cc2)c2nnn(Cc3ccccc3)c2n1 total_energy_ev=-32706.998
H -2.179755 -0.863444 -0.944691 0.1 0.0 0.0
C -0.461062 1.626790 0.543538 0.2 0.0 0.2
F -5.858501 -3.113894 0.279268 0.0 0.1 0.0
N -1.784941 1.538357 0.744459 0.0 -0.3 0.2
N 0.042575 2.624092 -0.178911 -0.6 0.0 0.0
N 1.519657 -0.858984 2.090832 0.4 -0.9 0.6
H 4.323301 -2.998465 1.164271 0.0 -0.1 0.1
C -3.240388 -0.846953 -0.740170 -0.1 0.1 0.0
C 4.457429 -0.295306 -0.857675 0.1 0.0 0.0
C 4.822267 -0.920250 -2.036764 0.0 0.0 -0.1
C 0.442391 0.703688 1.114849 1.5 0.3 -0.4
C 1.818499 3.908962 -1.153065 0.1 0.0 0.0
N 2.301651 1.961405 0.165695 0.6 0.0 0.0
H -3.326241 -2.937423 -0.238303 0.0 -0.1 0.0
C -3.245947 1.613797 -1.243668 0.1 0.1 0.3
H -7.026347 -0.826669 -0.025609 -0.1 0.0 0.0
H -2.232941 3.258187 -0.262065 -0.2 0.0 0.1
H 4.985362 -4.107394 -0.932753 0.0 -0.1 0.0
H 4.010286 -0.995139 2.441036 0.0 0.2 -0.1
C 4.839274 -3.037478 -0.913088 0.0 -0.1 0.0
N 2.437559 -0.064369 1.520036 -0.6 0.9 -0.3
H 5.304669 -2.777937 -2.985769 0.0 0.0 -0.1
H -3.581215 2.558614 0.681705 0.1 0.0 -0.1
C -3.871776 -2.013963 -0.349216 -0.2 -0.2 0.1
H 4.955318 -0.336093 -2.935468 0.0 0.0 -0.1
C -5.966844 -0.816432 -0.226788 0.0 -0.2 0.1
H 1.410509 4.831017 -0.745970 0.0 0.1 0.0
H -2.388959 1.401891 -1.884574 0.0 0.1 -0.1
C 1.362680 2.749981 -0.328445 0.4 -0.1 0.0
C 3.846914 -0.353613 1.572680 0.4 -0.2 -0.1
C 4.285130 -1.040366 0.302375 0.1 0.0 0.1
H 1.448246 3.800310 -2.170383 0.0 0.0 -0.1
H 4.377708 0.594712 1.696207 -0.1 -0.1 0.1
C 4.470106 -2.414996 0.267004 0.0 0.1 0.0
N 0.346028 -0.423521 1.867384 -0.8 0.0 0.1
C -3.951769 0.340112 -0.878354 0.1 0.1 -0.2
C 5.017249 -2.291230 -2.065398 0.0 -0.1 -0.1
C 1.809201 0.943975 0.874891 -1.3 0.1 0.1
H -5.879199 1.256958 -0.717590 -0.1 0.1 0.0
H 4.291404 0.771740 -0.831384 0.0 0.1 0.0
H -2.112741 0.705442 1.210769 0.0 0.0 0.0
H -3.922530 2.283235 -1.775617 0.0 0.0 -0.1
H 2.902971 3.951245 -1.158869 0.0 0.0 0.0
C -5.230781 -1.980144 -0.098478 0.1 0.1 0.0
C -5.316484 0.340771 -0.614072 0.1 -0.1 0.0
C -2.739645 2.334224 0.020849 -0.2 0.2 -0.4

=====

Entry 3:
37
Properties=species:S:1:pos:R:3:forces:R:3 method="wB97M-V/def2-TZVPD" e_homo_ev=-12.187 homo_lumo_gap_ev=9.4 relative_energy_ev=4.052 charge=+1 total_energy_ev=-19280.943
H 0.843491 3.085193 -0.376239 0.3 -0.5 -0.7
O 1.710535 -0.877034 2.001195 0.0 1.4 -0.8
C -2.394466 -0.520099 -0.472332 -2.4 2.0 1.5
H 0.335902 1.207022 0.912219 1.1 -0.9 -0.6
H 1.648439 0.301721 -2.604367 -0.7 0.1 -1.4
O -0.843015 -1.890219 -1.515768 1.3 -1.6 -2.0
N -3.403873 -0.004679 0.243500 1.5 -0.9 -0.6
H -0.172583 0.260517 -0.340386 -0.1 -0.3 -1.1
H 0.252605 -1.973786 -0.633007 0.5 0.7 0.1
H -4.818582 1.197676 0.552597 -0.9 1.1 0.2
H 2.530347 2.129605 1.237611 -0.3 0.4 0.2
H -4.995183 -1.443923 0.268895 1.2 0.8 2.0
H 2.885100 -0.628682 -1.728250 -1.6 1.9 0.4
C -3.761456 1.385626 0.559532 -0.8 -0.5 0.0
C 1.160829 -0.768319 0.779271 0.7 -3.4 1.0
H 0.480978 -3.853538 0.914481 -2.1 -0.5 0.4
H -3.476740 1.605175 1.575303 0.3 0.2 0.4
C 2.932775 1.692991 0.340278 0.7 -2.4 -2.2
C -4.212761 -1.010576 1.043432 1.4 -1.9 -3.6
N -1.793701 -1.212856 -1.180049 -1.1 0.5 0.6
H 1.801119 2.984693 -1.851654 1.4 0.8 -1.0
H 1.786380 -3.769050 -0.123685 0.2 0.0 0.1
H -4.628731 -0.511640 1.897039 -0.1 -0.2 0.5
H 1.974828 0.011169 2.333282 -0.2 -0.7 -0.2
C 1.797856 1.163205 -0.690028 2.7 2.1 1.6
C 0.762067 0.460358 0.147623 -1.7 2.1 1.1
H 3.471333 0.725435 0.602221 0.1 1.5 0.0
H -3.413477 -1.831050 1.201076 -1.9 1.0 0.6
C 2.393219 0.457621 -1.879538 3.6 -3.3 0.8
H 0.307661 2.093831 -1.805099 0.6 0.8 0.4
H 3.597123 2.412283 -0.231305 -0.6 -1.0 1.0
H 3.382218 0.854457 -2.268782 -1.7 0.7 0.2
N 0.983007 -1.903251 0.156531 -0.2 -0.3 1.7
C 1.208158 2.425774 -1.206920 -4.0 -0.3 0.6
H -3.566394 2.258195 -0.074794 0.5 -0.9 -0.4
H 1.936810 -3.265906 1.511394 1.4 0.5 1.8
C 1.298200 -3.247949 0.704720 1.0 0.8 -2.9

=====

Entry 4:
55
Properties=species:S:1:pos:R:3:forces:R:3 method="wB97M-V/def2-TZVPD" e_homo_ev="-14.115 / -14.115" homo_lumo_gap_ev="7.2 / 7.2" relative_energy_ev=0.823 charge=+2 total_energy_ev=-50218.755
H -4.121501 -0.187724 -0.033873 0.0 0.0 0.0
C -2.756663 0.762656 -2.444564 0.0 0.0 0.0
H 3.745704 2.706449 1.332169 0.0 0.0 0.0
C -0.490318 0.003748 -2.108283 0.0 -0.1 0.0
H 0.207347 -3.767830 0.558542 0.0 0.0 0.0
O -0.884542 0.787340 -5.557711 0.0 0.0 0.0
C 1.296163 1.748733 2.896802 0.0 0.0 0.0
H -3.321090 0.214784 1.496368 0.0 0.0 0.0
C 3.514782 1.693257 1.001343 0.0 0.0 0.0
C 0.026969 0.997774 3.312387 0.0 0.0 0.0
H -3.743781 0.990466 -2.066553 0.0 0.0 0.0
H 4.078099 0.978461 1.601101 0.0 0.0 0.0
C -1.853027 1.263173 -6.508922 0.0 0.0 0.0
H 2.414198 -4.323901 0.398135 0.0 0.0 0.0
C -1.223230 0.647220 -4.291582 0.0 0.0 0.0
C 2.701264 -2.178195 0.206416 0.2 -0.1 -0.1
O 3.060596 -1.261069 -0.533841 0.0 -0.1 0.0
N 0.671396 -3.159449 -0.106354 0.0 0.0 0.0
H -1.552368 -1.319215 4.462726 0.0 0.0 0.0
H 3.808371 1.570901 -0.040819 0.0 0.0 0.0
H -2.134722 -1.312981 2.783085 0.0 0.0 0.0
H 1.555879 -2.450649 4.026043 0.0 0.0 0.0
H -3.598171 1.463052 0.268762 0.0 0.0 0.0
C 2.120862 -3.502138 -0.248747 0.0 0.0 0.0
C -0.215019 0.174592 -3.442442 0.0 0.0 0.0
O -1.111003 -0.312834 0.626529 0.0 0.1 0.0
H 2.424524 -0.924853 3.941310 0.0 0.0 0.0
H 0.192297 -3.269516 -0.994670 0.0 0.0 0.0
C -3.339500 0.415100 0.429098 0.0 0.0 0.0
H 2.139946 1.459737 3.527750 0.0 0.0 0.0
C 1.448029 -1.370923 4.120036 0.0 0.0 0.0
H -0.183176 2.513658 0.266912 0.0 0.0 0.0
H -3.288412 1.303699 -4.425475 0.0 0.0 0.0
H -1.332961 1.285987 -7.459428 0.0 0.0 0.0
H -0.177589 1.132350 4.376184 0.0 0.0 0.0
H 0.764334 -0.052203 -3.839840 0.0 0.0 0.0
O 0.486986 -0.456406 -1.304427 0.0 0.1 -0.4
H 1.176731 2.827965 3.008008 0.0 0.0 0.0
P 1.750526 1.365284 1.163444 0.0 0.1 0.0
W 0.916743 -0.851836 0.472599 -0.3 0.1 0.6
C -2.004948 0.109071 -0.174035 0.0 0.0 -0.1
H 2.383175 -3.716788 -1.279713 0.0 0.0 0.0
C -2.506549 0.941087 -3.776198 0.0 0.0 0.0
H 1.215288 3.597826 0.410411 0.0 0.0 0.0
O 2.348744 -1.862968 1.453939 0.1 0.0 0.0
H -1.180493 -2.676842 3.390865 0.0 0.0 0.0
C -1.761283 0.290426 -1.559394 0.0 0.0 0.0
C -1.312872 -1.595697 3.435126 0.0 0.0 0.0
H -2.184164 2.266842 -6.244605 0.0 0.0 0.0
H -0.842892 1.365190 2.763151 0.0 0.0 0.0
C 0.896371 2.592196 0.133553 0.0 0.0 0.0
H -2.697745 0.577589 -6.566078 0.0 0.0 0.0
H 1.137254 2.419191 -0.915568 0.0 0.0 0.0
H 1.115437 -1.132008 5.130921 0.0 0.0 0.0
P 0.220015 -0.779795 2.929397 0.0 0.0 0.0

=====

Entry 5:
22
Properties=species:S:1:pos:R:3:forces:R:3 method="wB97M-V/def2-TZVPD" e_homo_ev=-8.929 homo_lumo_gap_ev=9.7 relative_energy_ev=3.133 charge=0 smiles="C=CCCNCN.O" total_energy_ev=-10437.895
H -0.231992 -2.485051 0.376599 -0.4 0.1 0.4
H -0.888440 0.444803 -1.276733 0.8 0.5 0.8
O 2.425723 3.292725 -1.432522 0.3 0.7 0.3
H -1.397554 1.795248 -0.418249 -0.5 -0.2 0.8
H -0.155292 0.363270 1.644099 0.5 0.4 0.0
H 3.048816 -1.149447 0.475618 0.1 -0.8 -0.2
C 2.143879 -0.751762 0.899185 1.1 -0.3 -0.5
H -1.433610 -2.271087 1.481265 0.2 -0.3 0.4
H -1.395229 -1.583630 -1.315913 -0.7 0.3 0.7
C 0.201883 0.740172 0.670224 -1.2 -1.9 -0.7
H -2.460148 -0.144045 1.022143 -0.2 0.1 -0.4
H 0.677917 1.713085 0.793743 -0.1 0.0 -0.1
N -2.163201 -0.178613 0.043634 0.4 1.1 1.6
C -1.944627 -1.525295 -0.337117 0.1 -2.8 -1.2
C 1.211330 -0.271281 0.090910 -0.5 1.7 1.7
C -1.072290 0.767241 -0.212818 0.1 -0.1 -2.2
H 2.227198 -0.673870 1.985264 -0.6 0.4 -0.3
H 1.857713 2.689859 -1.911655 0.2 -0.5 0.2
H 3.060690 2.840413 -0.857775 -0.6 -0.3 -0.5
H 1.160502 -0.372670 -0.988718 0.5 -0.2 0.1
H -2.913850 -2.032456 -0.488046 0.1 0.6 -0.1
N -1.242947 -2.552067 0.529925 0.3 1.4 -0.6

=====

Entry 6:
12
Properties=species:S:1:pos:R:3:forces:R:3 method="wB97M-V/def2-TZVPD" e_homo_ev=-8.571 homo_lumo_gap_ev=9.6 relative_energy_ev=4.108 charge=0 smiles=NNCNO total_energy_ev=-7665.417
H 1.319364 -1.522026 0.559636 0.1 0.2 0.0
H 0.302373 1.485882 0.910978 -0.1 0.0 -0.1
C -0.082568 0.957070 0.037736 -0.6 -1.3 -0.3
N -1.201247 0.123051 0.485148 -1.1 1.1 1.3
H 2.647007 -0.654458 0.131446 -0.2 0.0 0.0
N 0.958103 0.153183 -0.551903 -0.4 -0.9 -1.5
H 0.395920 -0.505812 -1.170655 1.4 0.9 0.7
H -2.708307 0.026505 -0.744519 0.2 0.1 0.4
H -0.895073 -0.581611 1.153099 -0.2 0.0 -0.4
O -1.963308 -0.547384 -0.526422 1.1 -0.1 -0.3
H -0.456232 1.641920 -0.728145 0.0 0.1 0.2
N 1.683969 -0.576319 0.443602 -0.1 -0.2 0.0

=====

Entry 7:
21
Properties=species:S:1:pos:R:3:forces:R:3 method="wB97M-V/def2-TZVPD" e_homo_ev=-4.062 homo_lumo_gap_ev=6.5 relative_energy_ev=1.688 charge=-1 total_energy_ev=-18842.785
H -4.785945 -1.873082 4.583052 0.2 0.0 0.0
O -1.474961 -2.606727 1.271485 0.1 0.5 0.7
H -4.561731 -0.921515 6.713980 0.1 0.0 0.0
C -1.076639 -1.618261 1.943198 -1.3 -2.0 0.1
H -1.052453 1.001557 2.979871 0.1 0.0 -0.1
C -0.655308 0.631003 2.020886 -0.3 -0.2 0.0
C 0.677806 -0.117883 2.205455 -0.1 -0.3 0.0
H -3.418290 -2.722887 5.367307 -0.1 0.2 -0.1
H -0.585915 1.465430 1.313504 0.0 -0.1 0.1
O -2.978748 -1.438001 3.792940 0.0 0.0 -0.4
O 0.325521 -1.480180 2.041341 0.9 0.4 0.6
H 1.112840 0.047606 3.201145 0.0 0.1 -0.1
Li -1.215772 -1.735458 6.346208 -0.4 0.3 -0.4
C -3.759808 -1.759566 4.958892 -0.1 -0.2 0.1
O -1.511992 -0.357683 1.484547 -0.2 1.1 0.2
C -3.708328 -0.677290 6.036479 0.0 0.1 0.0
H 1.416798 0.150873 1.438187 -0.1 0.0 0.1
H -3.998526 0.279041 5.541282 0.1 -0.2 0.1
O -2.512562 -0.589501 6.698152 0.2 -0.3 0.0
C -1.719622 -1.844829 3.654447 0.9 1.0 -1.3
O -1.113151 -2.397407 4.574305 0.0 -0.1 0.2

=====

Entry 8:
24
Properties=species:S:1:pos:R:3:forces:R:3 method="wB97M-V/def2-TZVPD" e_homo_ev=-14.406 homo_lumo_gap_ev=11.1 relative_energy_ev=1.819 charge=+1 smiles=CCCC[C@@H]([NH3+])CO total_energy_ev=-10011.494
H -0.398158 1.890215 -2.195586 -0.5 0.2 0.5
H 0.756414 -2.083102 0.181874 0.0 0.3 -0.3
H -0.457225 2.447402 -0.634007 -1.2 0.2 0.0
H -1.059931 0.164220 0.133471 -0.6 0.0 -0.5
H 0.265955 -1.749820 2.565935 0.8 -0.7 -0.4
H -0.218925 -0.232413 -2.767293 0.0 -0.7 -0.9
C 1.048828 -1.105140 0.583223 1.4 -0.5 -1.0
H -0.805799 -1.605266 -1.681474 0.1 -0.5 -0.6
H 1.481426 0.925845 -0.084677 -0.8 -0.2 0.4
C 0.982881 0.262440 2.717191 0.2 2.3 -1.0
C 0.392215 -0.899619 1.901429 -1.4 1.1 1.9
C -0.528727 0.307175 -0.808127 1.0 -0.1 -0.9
H -1.934240 1.608686 -1.493301 1.5 1.4 0.6
C -0.938375 -0.597817 -2.046557 0.2 2.1 2.9
H -2.829270 -0.996178 -2.141623 0.0 0.5 -0.3
H 1.627139 -0.129893 -1.351233 -1.2 -0.5 0.5
H -0.691078 -0.661550 1.810343 0.4 0.0 -0.4
H 1.166668 0.235856 3.778813 -0.3 -1.0 0.4
O -2.250765 -0.253148 -2.383132 -0.6 -0.6 -0.3
H 1.934556 0.713362 2.339938 -0.5 -0.8 -0.2
H 0.268768 1.099036 2.605719 0.3 0.0 0.2
N -0.891690 1.786383 -1.286543 0.5 -3.0 -0.9
H 2.140639 -1.163679 0.727573 -0.3 -0.3 0.2
C 0.938703 0.037006 -0.471953 0.9 0.9 0.0

=====

Maximum force in eV/A, matching the order above: 7.9; 1.6; 4.9; 0.7; 3.0; 2.0; 2.4; 3.6